1.
ORCA calculation (the ωB97M-V functional and the def2-TZVPD basis) on C11H16BClFeN6 as an isolated structure in a non-equilibrium geometry.

Highest occupied orbital energy (spin up / spin down) (eV): -15.97 / -15.77
ΔE to the lowest compared entry with this formula, charge and spin (kcal per mole): 0.00
⟨S²⟩: 6.433
E (Eh): -2505.35062
Maximum force (eV Å⁻¹): 5.20
E_LUMO (spin up / spin down) (eV): -9.3 / -11.7

ORCA input file:
```
! wB97M-V def2-TZVPD RIJCOSX def2/J DEFGRID3
* xyz 2 5
Fe 0.48539 -0.69075 -0.55450
Cl 1.37061 -1.46032 -3.12953
N -0.16883 -0.04059 1.38336
N -1.24929 -1.17229 -0.80952
N -1.30596 0.75962 1.39531
N 0.41484 1.00860 -1.05997
N -0.74788 1.77304 -0.84814
N -2.32350 -0.26979 -0.68565
C 1.78025 -1.71614 -1.44055
C -1.70147 -2.23806 -1.49360
C -3.40877 -0.85207 -1.22618
C -0.63534 0.54991 3.49601
C -0.49783 3.03030 -1.26575
C -1.61467 1.09324 2.67714
C 0.22326 -0.16305 2.66315
C 3.82019 -1.22799 1.79339
C -3.04550 -2.07672 -1.77728
C 1.33518 1.83323 -1.64816
C 0.77298 3.09024 -1.83233
B -1.90147 1.11553 -0.01245
H -3.62998 -2.74249 -2.34822
H -1.22723 3.82159 -1.14697
H -0.53331 0.67896 4.55625
H -2.48437 1.69792 2.91146
H -1.03994 -3.03688 -1.76418
H 3.80898 -0.50963 2.62400
H -4.37010 -0.35508 -1.26086
H 4.79387 -1.04071 1.32992
H 3.02945 -0.95428 1.06419
H 3.73344 -2.28853 2.15356
H 2.34858 1.52193 -1.81032
H -2.75800 1.93664 0.09877
H 1.23636 3.92890 -2.32890
H 1.55313 -2.76800 -1.24442
H 1.08774 -0.74359 2.91046
H 2.84917 -1.49270 -1.36947
*
```


2.
ORCA calculation (the ωB97M-V functional and the def2-TZVPD basis) on C11H16Cl3NOOs as an isolated structure in a non-equilibrium geometry.

Highest occupied orbital energy (spin up / spin down) (eV): 0.77 / -1.43
⟨S²⟩: 6.035
E (Eh): -2029.94657
Maximum force (eV Å⁻¹): 5.88
E_LUMO (spin up / spin down) (eV): 4.7 / 4.5

ORCA input file:
```
! wB97M-V def2-TZVPD RIJCOSX def2/J DEFGRID3
* xyz -2 5
Os -0.12817 -0.36336 0.41893
Cl 0.28485 -1.57239 -1.63591
Cl 4.01773 2.18582 -0.81232
Cl 0.01594 0.31792 2.63137
O -1.29092 -1.91581 0.70686
N 2.31327 -2.20846 1.37733
C -0.09461 2.80765 0.56944
C -0.52229 1.54816 -1.62665
C -1.59656 0.82596 -2.14805
C 0.46918 2.29093 -2.43113
C -3.59829 -0.37913 -1.13371
C -1.85625 0.58026 -3.57774
C -1.84059 0.86878 0.20988
C -2.71701 1.17317 1.37457
C 1.43566 -1.52071 1.01356
C -2.45127 0.36413 -1.06164
C -0.62842 1.63805 -0.17609
H 0.02196 3.18637 -2.88265
H -0.61248 3.70840 0.21127
H -3.95383 -0.74152 -2.09323
H -2.11689 1.43531 2.24109
H 0.86045 1.67040 -3.24344
H -0.92397 0.35963 -4.11337
H -2.26774 -1.81381 0.61717
H -3.32637 0.30558 1.62011
H -2.31339 1.45888 -4.05419
H -2.54236 -0.26159 -3.70076
H -0.24909 2.70556 1.64007
H -3.39051 2.00607 1.13761
H 0.97918 2.91769 0.37783
H -4.16097 -0.58756 -0.22482
H 1.33397 2.58242 -1.82479
H -0.95587 -2.40179 -0.09670
*
```


3.
ORCA calculation (the ωB97M-V functional and the def2-TZVPD basis) on C11H16Cl3NOPbS as an isolated structure in a non-equilibrium geometry.

Highest occupied orbital energy (spin up / spin down) (eV): -1.47 / -1.36
ΔE to the lowest compared entry with this formula, charge and spin (kcal per mole): 15.02
E (Eh): -2530.39700
Maximum force (eV Å⁻¹): 4.00
E_LUMO (spin up / spin down) (eV): 4.4 / 4.6

ORCA input file:
```
! wB97M-V def2-TZVPD RIJCOSX def2/J DEFGRID3
* xyz -2 1
Pb 0.14735 1.32926 1.05746
Cl 2.45178 -0.13124 2.61532
Cl 2.25080 0.52031 -1.37942
Cl -1.98150 1.30147 -0.59062
S 0.59351 6.36832 0.22791
O 0.33182 0.17400 2.82156
N 0.60759 3.63131 0.90150
C -1.49500 -1.69869 -2.81123
C -0.88774 -2.03592 -1.51692
C 0.48034 -2.38244 -1.32275
C 1.97393 -2.93544 0.69522
C -0.80549 -2.56301 2.17449
C -0.57597 -2.42593 0.72690
C 0.59305 4.78940 0.58321
C 0.68698 -2.58964 0.06619
C 1.49204 -2.51982 -2.38770
C -1.55002 -2.10074 -0.26489
C -2.97996 -1.84973 -0.03626
H 2.48533 -2.28668 -1.99115
H 1.49159 -3.53776 -2.81481
H -0.17572 -1.84336 2.71955
H -3.24766 -0.86937 -0.42823
H -3.20672 -1.85981 1.02584
H -0.80894 -1.07204 -3.39141
H -2.42040 -1.13685 -2.66570
H 2.77172 -2.36000 0.21585
H -1.71986 -2.59331 -3.40871
H 1.29698 -1.79321 -3.18487
H 1.97932 -2.64128 1.74709
H -0.55879 -3.57749 2.51812
H -1.85215 -2.35921 2.41175
H -3.59038 -2.60570 -0.53035
H 0.37474 0.40776 3.76850
H 2.19501 -4.00861 0.59811
*
```


4.
ORCA calculation (the ωB97M-V functional and the def2-TZVPD basis) on C11H16Cl4O4S as an isolated structure in a non-equilibrium geometry.

Highest occupied orbital energy (eV): -9.28
ΔE to the lowest compared entry with this formula, charge and spin (kcal per mole): 21.03
E (Eh): -2968.54588
Maximum force (eV Å⁻¹): 1.86
E_LUMO (eV): -0.4

ORCA input file:
```
! wB97M-V def2-TZVPD RIJCOSX def2/J DEFGRID3
* xyz 0 1
Cl 3.88839 -1.30753 -0.04038
Cl 1.61283 -0.45978 -1.90375
Cl -1.06621 -0.85351 -3.68295
Cl -3.28492 0.86549 -0.59761
S 1.15986 2.95520 -0.63145
O 0.17282 2.20559 -1.67476
O 1.01519 1.95514 0.61358
O 2.49361 2.90495 -1.11163
O 0.60735 4.22850 -0.34273
C -0.41833 -2.06600 2.22621
C -2.86142 -1.70431 -1.93209
C -0.56813 0.37583 1.46182
C -1.78574 0.61534 -1.55682
C 2.74043 -0.01998 0.52986
C -1.58123 -0.86472 -1.96164
C -1.07834 -1.05205 1.59965
C -0.63250 1.35062 -0.84880
C 1.37846 -0.29997 -0.14337
C 2.72715 -0.14319 2.04397
C 0.26887 0.72494 0.21587
H -1.95792 1.15811 -2.48192
H -2.62261 -2.63500 -2.44479
H 3.18658 0.90299 0.18282
H -0.01998 0.62052 2.36285
H -2.04311 -1.25458 1.13616
H -1.46240 0.99506 1.47819
H 2.73266 -1.17446 2.38244
H -1.18143 2.08373 -0.24832
H 0.56174 -2.40454 1.90124
H -3.14333 -1.97606 -0.91667
H 1.06368 -1.27919 0.20963
H -3.67321 -1.21146 -2.45724
H -0.89121 -2.59218 3.05044
H 3.62544 0.33582 2.43215
H 1.89718 0.40171 2.48443
H -0.86020 -1.38104 -1.33442
*
```